No. 1
The following is a DFT calculation (ωB97M-V/def2-TZVPD) of an isolated molecule of C5H14N2.

Atoms and positions in Å:
N (-1.68661, 1.37556, -1.85765)
C (-1.82031, 1.82804, -0.46167)
C (-0.59673, 1.49364, 0.41380)
N (-0.48170, 0.08054, 0.74310)
C (0.91189, -0.43569, 0.77699)
C (1.12590, -1.77315, 0.06748)
C (2.49628, -2.32192, 0.45497)
H (-0.89749, 0.77480, -2.06421)
H (-2.56467, 0.95554, -2.11968)
H (-2.61232, 1.29211, 0.02218)
H (-2.00199, 2.92871, -0.44365)
H (-0.76820, 2.06794, 1.33720)
H (0.29947, 1.94108, -0.04427)
H (-1.16983, -0.43967, 0.21367)
H (1.66651, 0.29810, 0.48490)
H (0.79814, -0.70907, 1.87756)
H (0.33548, -2.49482, 0.42242)
H (0.97524, -1.82797, -1.02476)
H (3.10653, -2.67815, -0.38049)
H (2.95776, -1.60863, 1.15052)
H (2.40591, -3.22417, 1.05755)

Results
**Highest occupied orbital energy**: -8.41 eV
**SMILES string**: CCCNCCN
**LUMO**: 1.140 eV

Atomic partial charges in e from the Mulliken method, atoms 1 to 5: -0.55 -0.65 -0.55 -0.27 -0.67

---

No. 2
The following is a DFT calculation (ωB97M-V/def2-TZVPD) of an isolated molecule of C5H14N2.

Atoms and positions in Å:
N (-0.68322, 1.38378, -0.25281)
C (-0.17599, 0.03325, -0.37458)
C (-0.11962, -0.61749, 1.01611)
C (0.78182, 0.11716, 2.02582)
C (2.24284, 0.15955, 1.66196)
C (-1.07424, -0.81596, -1.27155)
N (-1.14933, -0.41753, -2.66405)
H (-1.32811, 1.74238, -0.93504)
H (-0.01092, 2.08028, -0.06142)
H (0.83225, 0.09438, -0.79794)
H (0.20501, -1.65425, 0.94624)
H (-1.15031, -0.60070, 1.37526)
H (0.32865, 1.09761, 2.19107)
H (0.61891, -0.38424, 2.97772)
H (2.39068, 0.14358, 0.57854)
H (2.76648, -0.75274, 1.96741)
H (2.74829, 1.01938, 2.09799)
H (-2.10072, -0.81815, -0.90221)
H (-0.67875, -1.83026, -1.19484)
H (-0.26099, -0.50311, -3.13072)
H (-1.57880, 0.48024, -2.80495)

Results
**Highest occupied orbital energy**: -8.94 eV
**SMILES string**: CCC[C@H](N)CN
**LUMO**: 1.091 eV

Atomic partial charges in e from the Mulliken method, atoms 1 to 5: -0.54 0.65 -0.81 -0.57 -1.08

---

No. 3
The following is a DFT calculation (ωB97M-V/def2-TZVPD) of a structure of composition C5H14N2.

Atoms and positions in Å:
C (-0.21718, 0.88236, 0.26719)
N (-1.20678, -0.17531, 0.51332)
C (-2.51962, 0.50775, 0.08114)
C (-0.98424, -1.42450, -0.31040)
C (1.17772, 0.39862, -0.02452)
C (1.69076, -0.24844, 1.20889)
N (1.75066, 0.72981, -1.20070)
H (-0.50848, 1.39971, -0.71358)
H (-0.09074, 1.61640, 1.28348)
H (-2.53731, 0.58211, -0.96698)
H (-2.74421, 1.40165, 0.63810)
H (-3.32294, -0.23996, 0.27368)
H (-0.80240, -1.12521, -1.36332)
H (-0.14779, -2.03869, -0.07316)
H (-1.83061, -1.99943, -0.18048)
H (2.70434, -2.49391, -2.12032)
H (2.77807, -0.21230, 1.32296)
H (1.20371, -0.86266, 0.21004)
H (1.09779, -0.13659, 2.10191)
H (2.30082, 1.53202, -1.07777)
H (3.20799, -1.99931, -1.85672)

Results
**Highest occupied orbital energy**: -7.69 eV
**LUMO**: 0.133 eV

Atomic partial charges in e from the Mulliken method, atoms 1 to 5: -0.49 -0.18 -1.09 -1.05 0.56

---

No. 4
The following is a DFT calculation (ωB97M-V/def2-TZVPD) of a cluster of 3 separate species, C5H14N2 in total.

Atoms and positions in Å:
C (0.44317, -0.06905, 0.36327)
C (-0.37107, 0.90596, -0.20560)
C (0.26094, -0.95397, -1.56924)
C (-0.06116, -1.04485, 1.38011)
C (-0.68812, -2.12216, -1.62314)
N (-0.03335, 1.92726, 1.53591)
N (0.79603, 3.05393, 1.30633)
H (-0.98471, 2.26827, 1.68914)
H (1.51030, 0.12888, 0.39445)
H (1.76751, 2.79045, 1.43322)
H (0.70305, 3.46876, 0.37688)
H (0.04596, 1.61763, -0.90916)
H (-1.44121, 0.72861, -0.22950)
H (0.10438, -0.25808, -2.39292)
H (1.31318, -1.23931, -1.56093)
H (-1.14061, -1.18510, 1.30741)
H (0.18441, -0.68013, 2.37950)
H (0.42050, -2.01809, 1.25549)
H (-0.55125, -2.72593, -2.53058)
H (-0.54679, -2.80155, -0.77762)
H (-1.73114, -1.79154, -1.62301)

Results
**Highest occupied orbital energy**: -6.77 eV
**LUMO**: 1.076 eV

Atomic partial charges in e from the Mulliken method, atoms 1 to 5: 0.68 -0.89 -0.70 -1.40 -0.92

---

No. 5
The following is a DFT calculation (ωB97M-V/def2-TZVPD) of a cluster of 2 separate species, C5H14N2 in total.

Atoms and positions in Å:
N (1.39096, -2.87444, -0.22360)
C (2.41758, -2.22283, 0.59293)
N (2.24415, -0.89899, 1.22204)
H (0.47329, -3.00803, 0.28245)
H (1.13480, -2.32653, -1.05904)
H (2.73395, -2.92653, 1.37942)
H (3.31185, -2.07730, -0.04331)
H (2.35333, -0.18885, 0.54029)
H (1.32814, -0.83439, 1.67671)
C (-2.69956, 1.84121, -0.86867)
C (-1.42913, 1.47390, -0.16875)
C (-1.26319, 1.57943, 1.20981)
C (-0.36255, 0.93437, -1.06757)
H (-2.50614, 2.72863, -1.52402)
H (-3.54528, 2.12186, -0.18651)
H (-3.11390, 0.97936, -1.49723)
H (-0.35968, 1.38833, 1.73826)
H (-2.09212, 1.96833, 1.78149)
H (0.60492, 1.04479, -0.49447)
H (-0.17138, 1.45736, -1.99918)
H (-0.45002, -0.15969, -1.29106)

Results
**Highest occupied orbital energy**: -9.16 eV
**SMILES string**: C=C(C)C.NCN
**LUMO**: 0.842 eV

Atomic partial charges in e from the Mulliken method, atoms 1 to 5: -0.56 -0.57 -0.55 0.24 0.25

---

No. 6
The following is a DFT calculation (ωB97M-V/def2-TZVPD) of an isolated molecule of C5H14N2.

Atoms and positions in Å:
C (0.50678, -0.74827, -2.06856)
C (-0.45071, -0.91161, -0.86815)
C (-0.86839, 0.37940, -0.12090)
C (-0.33951, 0.25396, 1.40467)
C (1.53912, 2.00515, 1.68578)
N (1.10170, 0.55456, 1.31586)
N (-1.63454, -1.61786, -1.32185)
H (0.52347, -1.65587, -2.71136)
H (1.54393, -0.88871, -1.70547)
H (0.29860, 0.11502, -2.74319)
H (0.02065, -1.61873, -0.09647)
H (-0.50857, 1.37351, -0.34587)
H (-2.01160, 0.23712, 0.15298)
H (-0.79168, 0.97904, 2.01398)
H (-0.49350, -0.77098, 1.75929)
H (1.18876, 2.18748, 2.79679)
H (2.57787, 2.40867, 1.53748)
H (0.87269, 2.75681, 1.28925)
H (1.71500, 0.11714, 1.88500)
H (-2.08636, -1.20196, -2.17022)
H (-1.44309, -2.46712, -1.81728)

Results
**Highest occupied orbital energy**: -8.59 eV
**SMILES string**: CNCC[C@H](C)N
**LUMO**: 1.161 eV

Atomic partial charges in e from the Mulliken method, atoms 1 to 5: -1.42 0.49 -0.52 -1.02 -0.98

---

no.,DFT total energy (hartree)
1,-308.35917
2,-308.40487
3,-308.15890
4,-308.21558
5,-308.36806
6,-308.32017